# 1
{
  "formula": "C6H12N2O2",
  "method": "ωB97M-V/def2-TZVPD",
  "species": ["H", "C", "H", "C", "O", "H", "H", "H", "O", "C", "H", "C", "N", "H", "H", "H", "N", "H", "C", "C", "H", "H"],
  "positions_angstrom": [[-1.906247, -0.935283, -2.212912], [-1.151124, -0.868295, -0.026622], [-0.292514, -2.482604, -2.898260], [-1.120640, -0.563110, -1.499901], [-1.511254, -2.182802, 0.225147], [-2.082961, -0.392217, 0.340358], [0.205319, -0.399137, 1.495561], [-0.992912, -2.683363, -0.443165], [0.105102, -0.790854, -2.185109], [0.190720, -0.230024, 0.461953], [1.242377, 1.344318, -0.294564], [1.969473, 2.030439, 3.215602], [0.301322, 1.176793, 0.144302], [1.298773, -2.168267, -2.456293], [1.110310, -0.841785, -0.008161], [2.965480, 2.104008, 3.517599], [0.330432, -2.167568, -2.125561], [-1.210265, 0.494619, -1.667721], [1.106420, 1.995243, 2.345271], [0.088622, 2.130354, 1.270521], [0.253040, 3.258848, 1.084081], [-0.899473, 2.170686, 1.717874]],
  "forces_ev_per_angstrom": [[0.08, -0.53, 1.23], [-1.14, 1.67, -1.47], [0.89, -0.49, 0.39], [-0.73, 1.17, -2.70], [1.65, -1.73, -0.27], [0.93, 0.91, 0.18], [0.44, -0.22, 1.80], [-0.31, -0.13, 0.79], [-0.32, 1.11, 0.86], [0.99, -2.22, -0.84], [-1.55, 0.00, 0.75], [-1.95, -0.22, -2.77], [0.95, 1.62, -0.30], [-0.32, -0.84, -0.05], [-2.20, 1.38, 1.08], [0.73, 0.02, 0.96], [0.12, -0.77, -1.05], [-0.20, 0.67, 0.46], [1.07, -0.12, 1.76], [1.50, 1.29, 0.50], [-0.32, -1.76, -1.04], [-0.34, -0.80, -0.27]],
  "energy_ha": -495.60620,
  "homo_ha": -0.3310,
  "relative_energy_kj_mol": 607.35,
  "orbital_gap_ha": 0.3610,
  "smiles": "C#CCNC[C@H](O)CON"
}

---

# 2
{
  "formula": "C32H80F6N4O4P",
  "method": "ωB97M-V/def2-TZVPD",
  "species": ["H", "C", "C", "H", "H", "H", "H", "H", "N", "H", "O", "C", "F", "C", "C", "C", "F", "H", "H", "H", "H", "H", "N", "H", "H", "H", "H", "C", "H", "C", "O", "C", "F", "H", "C", "H", "H", "H", "H", "H", "H", "C", "H", "H", "N", "H", "H", "H", "H", "H", "H", "C", "F", "H", "C", "N", "H", "H", "C", "C", "H", "H", "O", "H", "F", "C", "H", "H", "H", "O", "C", "F", "H", "C", "H", "H", "H", "H", "H", "H", "H", "H", "H", "H", "C", "H", "H", "C", "C", "H", "H", "C", "H", "H", "H", "H", "C", "C", "H", "H", "H", "H", "C", "C", "C", "H", "H", "H", "C", "H", "C", "H", "H", "H", "P", "C", "H", "H", "H", "H", "C", "C", "H", "H", "H", "H", "H"],
  "positions_angstrom": [[0.695422, 26.781307, -21.331513], [-3.195232, 19.718103, -8.821682], [2.113449, 25.262093, -22.105882], [10.106757, 19.802918, -5.110025], [7.705372, 16.135286, -4.961606], [5.213977, 5.042102, -11.149711], [-0.399651, 21.794650, -9.704617], [2.119226, 23.606356, -18.076393], [2.232270, 24.471608, -20.782050], [-1.976467, 21.783768, -10.456560], [7.773737, 18.191122, -5.157681], [10.740272, 22.828295, -5.009510], [7.705416, 19.107703, -16.029816], [9.080897, 5.780163, -10.341498], [9.329397, 22.148350, -4.969353], [2.528783, 24.614408, -18.140909], [8.305236, 18.343799, -12.927750], [-3.171353, 21.693277, -7.152034], [9.291140, 6.796165, -10.007370], [5.684706, 23.366224, -20.851858], [9.933830, 22.317022, -7.680690], [-2.687043, 18.848534, -9.238456], [8.987323, 21.185600, -6.098082], [0.057806, 20.460786, -7.808422], [7.503454, 7.206702, -8.232574], [-1.722714, 19.635990, -13.346663], [3.290729, 22.908406, -21.748999], [-0.634375, 25.188545, -23.715192], [7.027380, 10.742949, -10.867301], [7.819350, 22.959310, -7.468474], [-2.076624, 19.509624, -11.302681], [-2.008010, 18.903745, -12.591338], [9.108229, 17.830408, -15.015980], [0.154882, 24.277099, -20.659315], [-0.832306, 20.006304, -10.870156], [-3.070385, 22.531820, -8.736358], [5.100924, 24.667074, -19.869725], [-0.268475, 19.241252, -10.336407], [7.380092, 6.547878, -11.444834], [8.072529, 17.152264, -3.485454], [6.050304, 4.838832, -7.802750], [8.943054, 21.899626, -7.501152], [5.211066, 8.539938, -10.002192], [7.441967, 4.748945, -11.224200], [-1.946351, 20.636961, -8.674510], [4.939201, 6.717902, -10.976384], [11.068289, 20.460720, -6.472717], [9.774726, 19.220506, -6.773329], [-4.063507, 20.893398, -10.391088], [-1.861595, 19.045996, -6.055890], [7.859283, 9.776560, -12.193972], [6.709583, 4.764531, -8.667579], [8.831938, 20.100942, -14.411768], [-3.488368, 19.505944, -7.793499], [0.946560, 26.174497, -22.201474], [6.458839, 5.903334, -9.642669], [10.864231, 23.396647, -5.931310], [-1.568788, 20.793994, -5.792515], [-0.863634, 19.884425, -7.725594], [7.590857, 20.538283, -5.832297], [8.876132, 21.242779, -8.368445], [11.653859, 22.233772, -5.012037], [7.179793, 8.733971, -10.602955], [9.198288, 21.525474, -4.084520], [7.067540, 17.367920, -14.616881], [1.000627, 23.594479, -20.742093], [10.870356, 23.579330, -4.230332], [6.577966, 3.828558, -9.210477], [9.809236, 5.566269, -11.123723], [-0.258716, 25.519133, -22.385847], [6.553938, 7.207580, -8.767857], [6.665334, 19.575875, -13.987514], [-0.683834, 18.944528, -8.247479], [2.191791, 25.381476, -19.512220], [6.463595, 17.190974, -4.263105], [2.162716, 24.582425, -22.956607], [-0.202406, 20.412334, -11.661647], [-0.002101, 24.389029, -24.101371], [2.249449, 25.100806, -17.206303], [1.100927, 26.886440, -23.012282], [7.926943, 23.892005, -6.914754], [7.557878, 23.227090, -8.492203], [6.239039, 9.511384, -8.950748], [-5.160049, 20.693358, -8.909739], [7.040639, 9.839567, -11.477067], [9.509356, 5.084063, -9.620402], [7.327836, 20.035348, -6.762872], [3.845081, 5.732894, -9.416366], [6.195647, 8.593904, -9.537655], [6.933517, 21.377521, -5.604933], [3.303975, 22.882888, -19.974070], [7.452049, 19.453427, -4.654066], [8.195220, 19.579710, -3.866761], [3.816432, 6.407319, -8.560556], [6.207815, 9.963277, -12.169310], [6.437441, 19.491734, -4.257578], [-2.512936, 22.001826, -7.964060], [10.098877, 20.066739, -6.167588], [0.871301, 23.067803, -21.687592], [-1.174592, 18.206222, -12.674906], [-2.927660, 18.367956, -12.826428], [5.835439, 7.113464, -7.953606], [-1.142952, 19.859246, -6.157222], [4.897253, 24.117236, -20.788590], [-1.239972, 21.150083, -9.962469], [1.117464, 22.962672, -19.861596], [-4.972031, 19.498408, -10.131864], [3.588901, 24.403881, -17.999718], [-4.418641, 20.258032, -9.579746], [3.748855, 4.766292, -8.921879], [3.452871, 23.508889, -20.853882], [2.851397, 26.243494, -19.612045], [3.047054, 25.794102, -22.288717], [8.471782, 22.757139, -4.683032], [7.952540, 18.726371, -14.459259], [5.052535, 5.806391, -10.389517], [-0.269999, 19.525622, -5.596205], [-1.691358, 24.922333, -23.712165], [7.642844, 4.949509, -8.135698], [6.862106, 22.448002, -7.366667], [7.534104, 17.071158, -4.429709], [7.612929, 5.724668, -10.769403], [-0.653486, 26.038189, -24.397709], [1.132722, 25.626661, -19.432506], [5.143108, 24.833815, -21.572277], [-1.705858, 22.664221, -7.651054], [2.841784, 5.810138, -9.835332]],
  "forces_ev_per_angstrom": [[0.95, 0.11, 0.30], [0.90, -0.32, 0.07], [1.75, 0.05, 0.52], [0.57, -0.58, -0.24], [0.37, 0.41, -0.15], [-0.50, -0.48, 0.54], [-0.03, -0.21, 0.51], [-0.52, 0.12, -0.25], [0.44, -0.08, -0.75], [0.05, -0.21, -0.16], [1.46, 1.65, -3.82], [-0.69, 0.49, -0.93], [-1.34, 0.28, -0.15], [0.29, 0.88, 0.72], [0.70, -0.92, 1.14], [0.71, -0.53, -1.06], [0.04, 0.35, 0.05], [0.23, 0.12, -0.09], [0.22, -0.02, 0.09], [-0.45, -0.40, 0.00], [0.00, 0.31, 0.57], [-0.90, -0.22, -0.17], [0.60, -0.88, -1.70], [-0.13, 0.22, -0.57], [0.30, 0.14, -0.70], [-0.61, 0.37, -0.14], [0.06, 0.10, 0.04], [-0.39, 0.16, -0.06], [0.48, 0.32, -0.20], [-0.44, -0.90, -1.82], [0.18, -0.60, -1.05], [0.79, -0.22, -0.32], [2.73, -0.40, 0.42], [0.00, -0.38, 0.18], [-0.86, 0.63, 0.57], [-0.11, -0.28, 0.08], [-0.33, -0.17, 0.22], [0.21, -0.11, -0.06], [0.20, -0.27, -0.10], [0.06, -0.62, 0.27], [-0.77, -0.16, -0.47], [-0.22, 1.35, 1.21], [-0.23, -0.14, 0.25], [-0.58, 0.11, 0.07], [-0.04, 2.58, 2.25], [0.46, 0.12, 0.13], [-0.37, 0.22, -0.09], [-0.15, 0.33, -0.02], [-0.33, 0.47, 0.23], [-0.29, 0.21, 0.61], [0.45, 0.28, 0.56], [-0.86, 0.87, 0.36], [0.38, -0.53, 0.88], [0.24, -0.06, 0.04], [-1.02, 1.03, -0.11], [0.65, 0.31, 0.28], [-0.33, 0.18, -0.13], [0.32, -0.13, 0.01], [-0.16, 1.87, 0.20], [0.76, -0.78, 1.16], [-0.68, -0.74, 0.61], [-0.52, -0.73, 0.40], [-0.98, -1.02, 0.35], [0.91, -0.55, 0.12], [-1.28, 0.37, 0.53], [0.14, 0.59, 0.54], [-0.40, -0.24, 0.22], [0.40, 0.01, 0.34], [-0.70, 0.30, -0.87], [-1.43, -0.60, -0.50], [-0.86, 1.30, -1.15], [-0.34, -0.16, 0.12], [-0.30, -0.18, 0.58], [-0.05, -1.63, 1.36], [-0.43, -1.11, 0.86], [-0.55, -0.59, 0.33], [-0.07, -0.07, -0.28], [-0.14, -0.09, -0.24], [-0.43, 0.58, -0.53], [0.34, 0.07, -0.18], [0.15, -0.49, 0.28], [0.94, 0.51, -0.41], [0.01, -0.38, 0.73], [0.33, 0.46, -0.13], [0.37, 0.73, 0.00], [-0.97, -0.17, 0.55], [-0.15, 0.12, 0.07], [0.01, -1.40, 0.52], [1.76, -1.48, -1.37], [0.03, -0.22, -0.15], [0.13, -0.16, -0.19], [1.42, 0.13, -0.93], [-0.29, 0.90, 0.54], [0.58, 0.52, -0.37], [-0.94, -0.96, 0.44], [-0.16, 0.12, 0.05], [0.69, -1.62, -1.05], [-1.38, 0.89, 1.25], [0.34, -0.20, 0.26], [-0.01, -0.47, 0.46], [0.01, 0.38, 0.14], [-0.29, -0.28, -0.27], [-1.13, -1.31, -2.21], [-0.70, 0.60, -0.11], [-0.48, -0.61, 0.73], [-0.31, -0.20, -0.35], [0.36, -0.51, 0.28], [0.23, 0.37, -0.39], [0.76, -0.14, -0.38], [0.46, -0.32, -0.11], [0.62, 0.73, 0.67], [-0.21, -0.13, -0.36], [0.07, 0.38, 0.69], [0.13, 0.94, -1.29], [-0.34, 0.18, -1.69], [0.53, 0.99, 1.01], [0.17, 0.41, -0.30], [0.20, -0.56, 0.34], [0.51, -0.42, -0.91], [-0.06, 0.11, 1.16], [-1.72, 0.07, 1.68], [-0.37, 0.18, 0.41], [0.67, 0.33, 0.07], [0.31, 0.59, -0.17], [-0.37, -0.10, -0.31], [0.16, -0.46, 0.13], [0.38, 0.37, -0.86]],
  "energy_ha": -2726.85074,
  "charge": 3,
  "homo_ha": -0.4849,
  "relative_energy_kj_mol": 194.91,
  "orbital_gap_ha": 0.3195
}

---

# 3
{
  "formula": "C15H33BIN2O3",
  "method": "ωB97M-V/def2-TZVPD",
  "species": ["H", "H", "C", "H", "C", "C", "H", "H", "H", "H", "H", "O", "H", "I", "H", "C", "C", "H", "N", "H", "C", "H", "C", "C", "H", "H", "H", "H", "H", "H", "C", "C", "H", "H", "H", "H", "H", "C", "H", "H", "H", "H", "C", "H", "O", "N", "B", "C", "H", "H", "O", "C", "C", "H", "H"],
  "positions_angstrom": [[1.737480, 3.749931, -0.658762], [0.962827, 1.939780, 2.671488], [0.911444, 1.861839, -0.169471], [3.433033, -5.859138, -0.033625], [-2.513883, -3.711656, -1.476678], [0.052946, -2.046676, -0.913024], [3.184089, -4.193299, -0.393848], [1.903536, 1.430814, -0.330409], [1.389740, 5.724889, -0.148404], [-1.812505, 4.697939, -0.830807], [1.715713, 3.462555, 1.072438], [1.357801, -1.618402, -0.677567], [-0.279959, 6.224123, -0.434649], [-1.912260, -4.994434, 1.303017], [1.166312, 6.726004, 1.989094], [-0.015835, 4.969650, 2.526700], [-2.910215, -5.151948, -1.801454], [-1.429852, 2.966111, -0.782083], [-0.077069, 4.213109, 0.255339], [-3.423182, -3.148078, -1.340960], [0.187690, 0.988204, 0.851103], [-2.029877, -2.576379, 0.247707], [0.376598, 5.680260, 0.238221], [0.853627, 0.947361, 2.224294], [-0.463951, 4.065969, -1.811820], [0.913064, 4.490075, 2.838630], [-2.997022, -5.230083, -2.876205], [1.846222, 0.500434, 2.157515], [-0.579829, 5.202239, 3.426922], [0.263215, 0.345323, 2.914162], [0.265853, 6.203719, 1.673981], [2.865271, -5.189016, -0.661015], [0.451240, -5.487445, -2.661957], [-3.879209, -5.398091, -1.406564], [-1.806082, 4.454669, 1.438195], [-0.861288, 1.287832, 0.943227], [-0.833579, 3.041623, 1.888382], [1.145654, 3.330078, 0.154179], [1.108245, -6.432235, -0.736596], [0.408925, 1.768837, -1.134607], [-0.557386, 6.913693, 1.745819], [1.854244, -1.702484, -1.504038], [-1.012574, 3.964384, -0.878535], [0.160616, -0.020117, 0.453340], [-0.690161, -1.309025, -1.447114], [-0.227386, -3.280316, -0.423156], [0.450399, -4.403919, -1.141683], [-1.675307, -3.476166, -0.210803], [-2.027293, -3.275485, -2.325802], [1.208499, -5.426120, 0.673465], [0.277443, -4.553770, -2.475556], [1.378391, -5.438025, -0.390882], [-0.792886, 4.080290, 1.582184], [-2.167283, -5.876719, -1.518187], [3.145760, -5.432703, -1.673141]],
  "forces_ev_per_angstrom": [[-0.02, 0.08, 0.02], [0.03, -0.02, 0.04], [-0.20, -0.28, -0.04], [0.31, -0.23, 0.22], [-0.42, -0.79, 0.63], [1.63, -0.34, 0.46], [0.01, 0.45, -0.10], [0.06, 0.12, 0.04], [-0.02, -0.08, -0.06], [0.01, 0.02, -0.01], [-0.08, 0.03, 0.05], [0.50, -1.02, -0.21], [0.02, -0.06, -0.08], [-0.10, 0.15, 0.03], [0.02, -0.01, -0.06], [0.08, 0.05, 0.00], [0.17, 0.57, -0.78], [0.02, -0.02, -0.07], [-0.12, 0.51, -0.02], [-0.37, 0.28, 0.05], [-0.06, 0.10, 0.31], [-0.08, 0.38, 0.42], [-0.01, 0.08, 0.14], [-0.09, 0.06, -0.07], [-0.04, -0.04, -0.03], [-0.03, -0.03, 0.03], [-0.11, -0.08, -0.40], [0.02, 0.02, 0.00], [-0.04, -0.05, -0.01], [0.04, -0.01, 0.02], [0.01, 0.14, 0.05], [-0.08, -0.51, 0.31], [0.32, 0.28, -0.49], [-0.22, -0.31, 0.47], [0.00, 0.01, -0.05], [0.00, -0.02, -0.02], [-0.01, -0.03, -0.14], [0.20, -0.27, -0.17], [0.06, -0.40, -0.02], [0.05, 0.01, -0.02], [-0.02, -0.04, 0.01], [-0.01, 0.30, 0.06], [0.04, -0.13, 0.11], [-0.01, 0.11, -0.05], [-2.04, 1.85, -0.90], [-0.30, -0.31, -0.18], [0.89, -0.85, 1.18], [0.28, -0.16, -0.60], [0.53, 0.31, -0.25], [-0.14, 0.05, 0.37], [-0.60, -0.01, -0.04], [-0.45, 0.43, -0.22], [0.09, -0.14, 0.24], [0.20, -0.34, 0.33], [0.07, 0.21, -0.48]],
  "energy_ha": -1248.96675,
  "charge": 1,
  "homo_ha": -0.4148,
  "orbital_gap_ha": 0.3333
}

---

# 4
{
  "formula": "C4H7NO2",
  "method": "ωB97M-V/def2-TZVPD",
  "species": ["C", "H", "H", "H", "O", "N", "O", "H", "C", "H", "H", "C", "H", "C"],
  "positions_angstrom": [[0.184543, 0.365865, -0.344331], [1.175193, -0.330653, 1.459242], [0.055320, 1.019822, 1.742097], [-0.299462, 1.292347, -0.695841], [2.439748, 0.212508, -1.160987], [-1.914104, -0.575453, 0.489526], [-0.816762, -1.677382, -1.149072], [1.622355, 1.301428, 0.961032], [0.786257, 0.603055, 1.041055], [-1.920739, 0.137379, 1.199807], [0.895922, -0.338450, -2.339614], [1.262626, 0.043775, -1.370468], [-2.592378, -1.320389, 0.547005], [-0.878518, -0.733852, -0.379452]],
  "forces_ev_per_angstrom": [[0.05, -0.01, 0.04], [-0.06, 0.13, -0.07], [0.11, -0.06, -0.12], [0.06, -0.14, 0.01], [-0.51, -0.09, -0.09], [-0.03, -0.07, 0.04], [-0.02, 0.28, 0.26], [-0.13, -0.09, 0.02], [0.00, 0.01, 0.10], [0.05, -0.10, -0.13], [0.06, 0.05, 0.10], [0.34, 0.09, 0.00], [0.09, 0.11, -0.02], [-0.02, -0.12, -0.13]],
  "energy_ha": -361.86347,
  "homo_ha": -0.3612,
  "relative_energy_kj_mol": 45.64,
  "orbital_gap_ha": 0.3858,
  "smiles": "C[C@@H](C=O)C(N)=O"
}

---

# 5
{
  "formula": "C2H2BrClO2",
  "method": "ωB97M-V/def2-TZVPD",
  "species": ["Br", "H", "H", "O", "O", "Cl", "C", "C"],
  "positions_angstrom": [[0.171990, 0.237237, 2.377739], [1.285369, 1.071001, 0.270914], [1.724297, -0.747054, 0.594161], [-0.659999, -1.676762, -0.706655], [-0.768666, 0.597024, -0.727104], [-2.091158, 0.997771, -2.031387], [0.896427, 0.074291, 0.723816], [-0.558260, -0.553508, -0.501484]],
  "forces_ev_per_angstrom": [[-0.40, -0.04, 0.76], [-1.13, -1.86, 0.82], [-1.86, 1.28, 0.43], [0.12, -2.05, 0.48], [2.24, -0.25, 2.99], [-3.76, 1.24, -3.77], [4.93, 0.06, -0.64], [-0.14, 1.62, -1.06]],
  "energy_ha": -3261.89866,
  "homo_ha": [-0.2976, -0.3764],
  "s_squared": 2.0074,
  "multiplicity": 3,
  "orbital_gap_ha": [0.3136, 0.2501]
}

---

> What is the formula in the first record?

C6H12N2O2